ORCA calculation (wB97M-V/def2-TZVPD) on C27H19ClN4O6STc as an isolated structure.

Results
E_HOMO (alpha / beta) in hartree: -0.5354 / -0.5434
Energy above the lowest of the compared OMol25 structures with the same formula, charge and spin in kcal/mol: 13.0
HOMO-LUMO gap (alpha / beta) in Eh: 0.2600 / 0.2367
Strongest force on any atom in hartree/bohr: 0.0068
LUMO (alpha / beta) in eV: -7.4952 / -8.3449
Energy in eV: -72093.170

The geometry in ORCA input format:
```
! RIJCOSX wB97M-V def2-TZVPD def2/J DEFGRID3
* xyz 2 4
Tc -0.22390 0.13431 -0.07083
C -3.29071 -0.87201 -7.34726
C -2.95441 -1.00169 -5.89534
C -1.74673 -0.50333 -5.39364
C -1.43445 -0.60964 -4.05526
C -2.34629 -1.22866 -3.20213
C -3.55330 -1.74703 -3.67283
C -3.84526 -1.62243 -5.01706
S -2.00712 -1.39111 -1.52104
O -2.83721 -2.35854 -0.90874
O -0.49934 -1.52063 -1.32627
N -2.02617 0.06123 -0.76854
C -2.98557 0.99517 -0.36091
C -4.32623 1.02375 -0.63313
C -5.10669 2.07979 -0.10940
C -4.55171 3.06678 0.65694
C -3.16416 3.05077 0.95180
C -2.50406 4.01361 1.74230
C -1.15498 3.90208 1.97834
C -0.45265 2.82499 1.43665
N -1.04007 1.90266 0.68193
C -2.38941 2.00265 0.43369
H -2.40460 -0.68257 -7.94901
H -3.98293 -0.04007 -7.49413
H -3.77962 -1.77239 -7.71609
H -1.03976 -0.04706 -6.07388
H -0.47989 -0.25667 -3.68510
H -4.22873 -2.25912 -3.00134
H -4.77162 -2.03144 -5.39848
H -4.79125 0.24895 -1.22786
H -6.16616 2.09320 -0.32262
H -5.16301 3.86666 1.05247
H -3.06825 4.83598 2.16429
H -0.62662 4.62274 2.58462
H 0.60672 2.70218 1.62249
O 4.97807 -0.52179 3.93962
C 3.67291 -0.37211 3.72666
O 2.86277 -0.50464 4.58865
C 3.20593 -0.01402 2.33841
C 3.81933 0.69376 1.30881
Cl 5.40148 1.29352 1.34882
N 2.93207 0.87408 0.28885
N 1.77011 0.28200 0.64261
C 1.92472 -0.25618 1.85511
C 0.72830 -0.99746 2.36697
O 0.65829 -1.74159 3.27289
O -0.38153 -0.71788 1.57390
C 3.02324 1.56483 -0.97729
C 4.19479 2.18027 -1.39890
C 4.22372 2.85950 -2.61031
C 3.10409 2.94051 -3.41703
C 1.93753 2.31110 -3.00979
C 1.90572 1.62995 -1.80702
H 5.51350 -0.46955 3.13852
H 5.09828 2.14755 -0.82051
H 5.14912 3.32885 -2.91450
H 3.13987 3.47649 -4.35481
H 1.05011 2.34118 -3.62733
H 0.97309 1.11147 -1.58615
*
```

---

ORCA calculation (wB97M-V/def2-TZVPD) on C4H8NOP in the gas phase.

Results
E_HOMO in hartree: -0.3383
Energy above the lowest of the compared OMol25 structures with the same formula, charge and spin in kcal/mol: 84.7
HOMO-LUMO gap in Eh: 0.3681
Strongest force on any atom in hartree/bohr: 0.0828
LUMO in eV: 0.8127
SMILES: C[C@@]1(P)CC=NO1
Energy in eV: -17100.650

The geometry in ORCA input format:
```
! RIJCOSX wB97M-V def2-TZVPD def2/J DEFGRID3
* xyz 0 1
C 1.77958 -0.68412 -0.02893
C 0.41007 -1.07082 -0.53669
C -0.32003 0.23936 0.04824
C -1.09109 1.06557 -0.94143
N 1.92223 0.46244 0.41912
O 0.69505 1.08439 0.66390
P -1.38186 -0.35876 1.51985
H 2.71929 -1.32645 -0.29566
H 0.40508 -1.03394 -1.63991
H -0.02444 -1.93285 0.05428
H -1.31148 2.00643 -0.40528
H -2.10742 0.49624 -1.28403
H -0.48219 1.30241 -1.80673
H -1.16938 0.65743 2.41048
H -0.04341 -0.90734 1.82278
*
```

---

ORCA calculation (wB97M-V/def2-TZVPD) on an isolated ion of composition C4H7NO3 and charge -2.

Results
E_HOMO in hartree: 0.0283
Energy above the lowest of the compared OMol25 structures with the same formula, charge and spin in kcal/mol: 21.7
HOMO-LUMO gap in Eh: 0.2339
Strongest force on any atom in hartree/bohr: 0.0289
LUMO in eV: 7.1365
SMILES: N[C@@H](CC[O-])C(=O)[O-]
Energy in eV: -11892.005

The geometry in ORCA input format:
```
! RIJCOSX wB97M-V def2-TZVPD def2/J DEFGRID3
* xyz -2 1
O 1.01869 1.66400 1.82176
C 0.70142 1.91404 0.63414
O 0.80311 3.03967 0.05638
C 0.16643 0.74924 -0.25970
C -0.73901 -0.21119 0.52053
C -0.91246 -1.64153 -0.12937
O -1.83192 -1.66593 -1.14890
N 1.31185 0.13423 -0.94750
H -0.43196 1.15855 -1.05040
H -1.76623 0.12318 0.48369
H -0.44990 -0.26710 1.56883
H 0.09043 -1.93969 -0.51729
H -1.18031 -2.37261 0.67936
H 1.07688 -0.77405 -1.29194
H 2.14300 0.08921 -0.41960
*
```

---

ORCA calculation (wB97M-V/def2-TZVPD) on C2H3F2I in the gas phase.

Results
E_HOMO in hartree: -0.3677
Energy above the lowest of the compared OMol25 structures with the same formula, charge and spin in kcal/mol: 2.4
HOMO-LUMO gap in Eh: 0.3773
Strongest force on any atom in hartree/bohr: 0.0688
LUMO in eV: 0.2619
SMILES: CC(F)(F)I
Energy in eV: -15658.052

The geometry in ORCA input format:
```
! RIJCOSX wB97M-V def2-TZVPD def2/J DEFGRID3
* xyz 0 1
C -0.23554 -0.16903 -0.02799
C -1.44299 -0.90461 0.13650
F -1.45238 -1.39624 1.44170
F -1.50518 -1.97898 -0.64136
I -3.26278 0.26411 -0.13059
H 0.51036 -0.91018 0.33276
H -0.00443 0.28810 -1.03172
H -0.22990 0.68426 0.69174
*
```

---

ORCA calculation (wB97M-V/def2-TZVPD) on C11H10BrNO as an isolated structure.

Results
E_HOMO (alpha / beta) in hartree: -0.2030 / -0.3450
Energy above the lowest of the compared OMol25 structures with the same formula, charge and spin in kcal/mol: 69.6
HOMO-LUMO gap (alpha / beta) in Eh: 0.2148 / 0.2396
Strongest force on any atom in hartree/bohr: 0.0860
LUMO (alpha / beta) in eV: 0.3235 / -2.8689
Energy in eV: -85142.223

The geometry in ORCA input format:
```
! RIJCOSX wB97M-V def2-TZVPD def2/J DEFGRID3
* xyz 0 3
C -1.28840 2.89217 -0.24501
C -1.68489 2.07687 -1.20857
C -0.57671 2.48405 0.86255
C -1.36585 0.71445 -1.19884
C -0.39519 1.08821 0.98589
C -0.84824 0.13378 -0.06956
C 0.39562 0.43923 2.12442
C 1.12290 -1.73914 -1.61653
C 1.92455 -1.57004 -0.35983
C -0.57370 -1.25235 0.30774
C 0.46699 -2.08909 -0.39921
N 0.26440 -0.91695 2.02991
O 0.90527 1.12563 2.99030
Br 1.32366 -2.11719 2.82860
H -1.27623 3.99498 -0.43655
H -2.27372 2.53401 -2.02215
H -0.14683 3.28132 1.47166
H -1.73795 0.05813 -1.94854
H 1.02646 -0.82608 -2.16970
H 1.30029 -2.67243 -2.15027
H 2.79412 -2.14526 -0.12691
H 2.02334 -0.58991 0.14040
H -1.49941 -1.84131 0.61440
H 0.11951 -3.06308 -0.40419
*
```

---

ORCA calculation (wB97M-V/def2-TZVPD) on a 2-piece molecular cluster, C3H3N3O overall.

Results
E_HOMO in hartree: -0.3570
Energy above the lowest of the compared OMol25 structures with the same formula, charge and spin in kcal/mol: 24.4
HOMO-LUMO gap in Eh: 0.3737
Strongest force on any atom in hartree/bohr: 0.0383
LUMO in eV: 0.4524
SMILES: N=C=CC=O.N#N
Energy in eV: -9676.396

The geometry in ORCA input format:
```
! RIJCOSX wB97M-V def2-TZVPD def2/J DEFGRID3
* xyz 0 1
N -0.78574 2.02487 0.29315
C -0.21000 0.98640 0.56532
N -0.06684 0.50937 -2.12431
N -0.43823 -0.49242 -2.39283
O 0.50411 -2.48241 1.11799
C 0.23735 -1.48856 0.47834
C 0.31862 -0.13126 1.03668
H -0.35452 2.66723 -0.36888
H -0.06392 -1.56816 -0.57269
H 0.85916 -0.02505 1.96721
*
```